# 1
This record from the OMol25 dataset describes the molecule C9H13N2O3P at a distorted geometry. The level of theory is ωB97M-V/def2-TZVPD.

Geometry (Å):
P  -1.740  -1.072  3.280
O  1.638  -1.181  -1.195
O  -2.046  -1.860  2.097
O  2.644  -0.725  -3.806
N  -1.026  1.201  -0.830
N  -1.025  0.629  1.338
C  0.911  0.538  -2.822
C  -0.047  0.250  -0.584
C  0.855  -0.147  -1.617
C  -1.582  1.376  0.365
C  -0.007  -0.156  0.751
C  1.798  0.203  -3.848
C  1.682  1.044  -5.248
C  -1.247  0.683  2.775
C  -0.368  -1.520  4.473
H  -2.945  -1.058  4.236
H  2.039  0.353  -6.093
H  0.608  -1.697  3.920
H  -0.470  -0.774  5.194
H  -0.268  0.892  3.264
H  0.137  1.363  -2.981
H  -0.657  -2.541  4.736
H  2.191  -1.499  -1.971
H  -2.329  2.005  0.783
H  0.589  1.112  -5.301
H  -2.007  1.361  2.966
H  0.550  -0.871  1.346
H  2.124  2.091  -5.229

## Properties
Largest force on an atom ... 4.31 eV Å⁻¹
SMILES string ... CC(=O)/C=C(\O)c1cn(C[P@H](C)=O)cn1
Gap between HOMO and LUMO ... 8.60 eV
Energy relative to the best compared isomer or geometry (same formula, charge and spin) ... 36.2 kJ/mol



# 2
This record from the OMol25 dataset describes an isolated ion of composition C9H13N2S2 and charge +1 at a distorted geometry. The level of theory is ωB97M-V/def2-TZVPD.

Geometry (Å):
S  -1.013  0.560  -2.664
S  1.075  -0.839  -0.875
N  -0.381  0.238  1.232
N  -2.606  0.682  -0.701
C  3.160  1.093  0.363
C  -1.383  0.307  -0.986
C  2.970  -0.272  1.026
C  -0.206  -0.088  0.018
C  2.186  -1.208  0.526
C  2.243  -2.612  0.901
C  -3.350  1.088  -1.784
C  -2.644  1.036  -2.909
C  -3.193  0.642  0.665
H  2.607  -3.376  0.247
H  0.454  0.052  1.761
H  -3.028  1.599  1.054
H  -2.572  -0.022  1.427
H  -4.459  1.392  -1.626
H  3.736  1.695  0.944
H  2.792  -2.752  1.790
H  3.535  -0.655  1.890
H  1.349  -2.959  1.358
H  3.747  0.980  -0.568
H  -4.166  0.411  0.548
H  2.293  1.639  0.173
H  -3.145  1.369  -3.810

## Properties
Largest force on an atom ... 4.81 eV Å⁻¹
Gap between HOMO and LUMO ... 8.60 eV
Charge ... +1
Energy relative to the best compared isomer or geometry (same formula, charge and spin) ... 133.0 kJ/mol



# 3
This record from the OMol25 dataset describes the molecule C9H13N3O at a distorted geometry. The level of theory is ωB97M-V/def2-TZVPD.

Geometry (Å):
O  -3.082  -1.929  0.378
N  -1.371  -0.538  0.037
N  0.496  0.714  0.025
N  -3.630  0.233  0.022
C  -0.548  -1.646  0.336
C  1.191  1.934  -0.364
C  -3.070  1.414  -0.039
C  1.878  -0.987  -1.240
C  1.160  -0.536  0.064
C  -2.777  -0.765  0.126
C  -1.705  1.778  -0.061
C  1.878  -0.993  1.296
C  -0.864  0.702  -0.063
H  0.527  2.738  -0.415
H  2.283  1.990  0.117
H  1.773  -1.987  -1.398
H  -0.563  -1.930  1.334
H  -1.333  2.795  0.074
H  -3.731  2.255  -0.253
H  2.063  -2.131  1.305
H  -0.533  -2.389  -0.444
H  1.470  -0.467  -2.090
H  1.260  -0.768  2.247
H  2.932  -0.899  -1.081
H  1.560  1.811  -1.413
H  2.735  -0.399  1.496

## Properties
Largest force on an atom ... 5.90 eV Å⁻¹
Gap between HOMO and LUMO ... 8.84 eV
Energy relative to the best compared isomer or geometry (same formula, charge and spin) ... 285.2 kJ/mol



# 4
This record from the OMol25 dataset describes a 2-piece molecular cluster, C9H13N3O2S overall at a distorted geometry. The level of theory is ωB97M-V/def2-TZVPD.

Geometry (Å):
S  0.179  -1.159  1.158
O  1.028  -2.206  0.628
O  0.268  -0.687  2.505
N  -1.891  -1.576  -0.445
N  -1.818  -3.124  1.835
N  -1.537  -1.456  0.828
C  1.309  2.849  -0.926
C  -1.314  -3.205  2.955
C  -1.507  -2.735  -1.209
C  0.510  0.398  0.188
C  1.831  0.804  0.299
C  1.704  4.079  -1.601
C  2.216  1.967  -0.365
C  -0.047  2.431  -0.849
C  -0.434  1.191  -0.430
H  -1.509  -2.200  -2.176
H  2.548  0.229  0.685
H  -2.274  -3.556  -1.043
H  -0.701  -2.563  3.428
H  3.332  2.348  -0.215
H  -2.856  -1.103  -0.474
H  1.649  3.762  -2.672
H  -0.552  -3.182  -0.906
H  -1.593  -4.104  3.421
H  -0.735  2.872  -1.463
H  0.887  4.940  -1.458
H  2.749  4.254  -1.250
H  -1.441  0.732  -0.449

## Properties
Largest force on an atom ... 4.20 eV Å⁻¹
Gap between HOMO and LUMO (spin up / spin down) ... 8.79 / 8.79 eV
Energy relative to the best compared isomer or geometry (same formula, charge and spin) ... 500.2 kJ/mol



# 5
This record from the OMol25 dataset describes C9H13N3O5Pd as an isolated structure at a distorted geometry. The level of theory is ωB97M-V/def2-TZVPD.

Geometry (Å):
Pd  0.779  -0.353  0.597
O  2.003  0.977  -1.393
O  -0.185  3.653  1.930
O  0.792  1.661  1.869
O  -1.629  -1.412  0.489
O  -3.678  -1.117  -0.324
N  0.576  -2.990  1.019
N  2.570  -2.169  0.406
N  -0.889  1.157  -0.454
C  -1.316  1.935  0.700
C  2.650  -2.682  1.673
C  1.444  -3.179  2.068
C  -0.214  1.998  -1.429
C  0.877  1.216  -2.177
C  -2.482  -0.815  -0.189
C  -1.995  0.420  -1.037
C  1.290  -2.309  0.056
C  -0.111  2.465  1.573
H  -1.941  2.798  0.391
H  3.587  -2.672  2.204
H  0.280  2.818  -0.898
H  -2.870  1.072  -1.227
H  -0.928  2.431  -2.162
H  -1.913  1.285  1.347
H  -0.433  -2.866  1.078
H  -1.678  -0.010  -1.996
H  0.964  -2.310  -0.984
H  1.126  -3.657  2.977
H  1.219  1.800  -3.046
H  1.650  0.588  -0.512
H  0.453  0.265  -2.548

## Properties
Largest force on an atom ... 1.33 eV Å⁻¹
Gap between HOMO and LUMO ... 5.92 eV
Charge ... -2
Energy relative to the best compared isomer or geometry (same formula, charge and spin) ... 130.5 kJ/mol



# 6
This record from the OMol25 dataset describes a 2-piece molecular cluster, C9H13N3S overall at a distorted geometry. The level of theory is ωB97M-V/def2-TZVPD.

Geometry (Å):
S  -0.324  -0.627  2.085
N  1.239  1.151  0.716
N  -2.881  1.469  0.274
N  -0.241  -1.402  -2.655
C  -1.795  -1.612  1.634
C  0.102  -2.467  -1.914
C  0.183  -0.602  -0.624
C  1.670  1.894  -0.502
C  0.433  -2.025  -0.709
C  -1.746  1.265  0.184
C  0.286  0.173  0.582
C  -0.216  -0.214  -1.898
C  1.205  2.085  1.838
H  2.125  2.439  2.117
H  0.753  1.432  2.519
H  -2.754  -1.000  1.612
H  0.014  -3.414  -2.301
H  0.637  3.082  1.581
H  0.718  2.381  -0.758
H  -0.660  -1.459  -3.571
H  -2.010  -2.198  2.599
H  2.071  1.283  -1.289
H  2.351  2.700  -0.025
H  0.841  -2.674  0.119
H  -1.622  -2.344  0.736
H  -0.379  0.684  -2.349

## Properties
Largest force on an atom ... 4.48 eV Å⁻¹
Gap between HOMO and LUMO ... 8.77 eV
Energy relative to the best compared isomer or geometry (same formula, charge and spin) ... 411.1 kJ/mol



# 7
This record from the OMol25 dataset describes an isolated ion of composition C9H13N5 and charge +2 at a distorted geometry. The level of theory is ωB97M-V/def2-TZVPD.

Geometry (Å):
N  1.460  0.613  -0.269
N  0.453  -1.476  -0.382
N  -0.751  -0.945  0.054
N  0.195  1.181  -0.074
N  -2.193  0.784  0.517
C  -0.862  0.423  0.570
C  -1.144  -3.008  -0.670
C  0.194  -2.717  -0.838
C  -0.282  0.545  2.109
C  -1.718  -1.858  -0.119
C  1.651  -0.810  -0.186
C  2.204  1.539  -0.965
C  1.404  2.603  -1.200
C  0.148  2.353  -0.650
H  0.836  0.341  2.069
H  2.066  -1.333  0.731
H  2.380  -1.104  -0.968
H  1.588  3.534  -1.779
H  -2.565  -1.555  0.322
H  -0.749  2.998  -0.667
H  3.097  1.162  -1.470
H  -2.750  0.753  -0.261
H  -0.852  -0.159  2.697
H  -0.545  1.644  2.453
H  -2.447  1.644  1.028
H  -1.755  -3.836  -0.854
H  0.938  -3.314  -1.197

## Properties
Largest force on an atom ... 4.39 eV Å⁻¹
SMILES string ... CC1(N)n2ccc[n+]2Cn2ccc[n+]21
Gap between HOMO and LUMO ... 10.54 eV
Charge ... +2
Energy relative to the best compared isomer or geometry (same formula, charge and spin) ... 262.3 kJ/mol



# 8
This record from the OMol25 dataset describes the molecule C9H13N5O at a distorted geometry. The level of theory is ωB97M-V/def2-TZVPD.

Geometry (Å):
O  -2.819  -0.879  -0.310
N  3.293  -1.411  -0.425
N  0.891  2.068  0.085
N  1.239  -1.963  0.385
N  3.134  0.839  -0.569
N  -0.885  0.572  0.671
C  -3.626  0.226  -0.384
C  1.266  -0.492  0.268
C  0.485  0.616  0.314
C  2.661  -0.116  -0.174
C  2.119  2.069  -0.399
C  -1.795  1.652  0.498
C  2.362  -2.331  0.153
C  -3.778  -2.078  -0.060
C  -2.683  1.236  -0.726
H  -1.374  -0.274  0.863
H  -3.041  -2.972  -0.120
H  -4.254  0.582  0.331
H  2.516  2.978  -0.579
H  -3.379  2.192  -0.579
H  -2.367  1.825  1.598
H  -4.316  0.238  -1.201
H  -1.253  2.592  0.658
H  -4.483  -1.993  -1.024
H  -4.403  -2.202  0.779
H  -2.163  1.126  -1.411
H  2.616  -3.303  0.175
H  0.492  -2.216  0.541

## Properties
Largest force on an atom ... 19.14 eV Å⁻¹
SMILES string ... COCCCNc1ncnc2nc[nH]c12
Gap between HOMO and LUMO ... 8.18 eV
Energy relative to the best compared isomer or geometry (same formula, charge and spin) ... 1048.8 kJ/mol



# 9
This record from the OMol25 dataset describes the molecule C9H13NO at a distorted geometry. The level of theory is ωB97M-V/def2-TZVPD.

Geometry (Å):
O  2.478  -0.312  -0.885
N  -2.998  0.695  0.552
C  -0.015  2.503  -0.143
C  0.142  -1.175  -0.144
C  -0.051  1.025  -0.182
C  1.343  -0.261  -0.271
C  3.707  0.082  -0.087
C  1.090  -0.955  1.010
C  -2.294  -0.205  0.025
C  -0.843  -0.031  -0.031
C  -2.965  -1.421  -0.647
H  1.687  -1.880  1.419
H  -0.117  -2.009  -0.732
H  0.592  2.966  -0.979
H  0.493  -0.541  1.774
H  3.980  -0.733  0.588
H  -2.420  -2.306  -0.638
H  -3.942  -1.489  -0.068
H  0.316  2.698  0.822
H  -1.052  2.895  -0.097
H  4.581  0.151  -0.735
H  -4.057  0.522  0.434
H  3.601  1.000  0.608
H  -3.254  -1.219  -1.594

## Properties
Largest force on an atom ... 9.72 eV Å⁻¹
Gap between HOMO and LUMO (spin up / spin down) ... 5.77 / 6.66 eV
Energy relative to the best compared isomer or geometry (same formula, charge and spin) ... 411.5 kJ/mol
Multiplicity ... 3